{
  "formula": "C30H38BrCdN4O2P2S",
  "method": "the ωB97M-V functional and the def2-TZVPD basis",
  "elements": ["Cd", "O", "C", "C", "C", "C", "C", "C", "C", "O", "N", "N", "C", "C", "Br", "C", "C", "C", "C", "C", "C", "C", "H", "H", "H", "H", "H", "H", "H", "H", "H", "H", "H", "H", "H", "H", "C", "P", "C", "C", "C", "C", "C", "C", "C", "P", "C", "C", "H", "H", "H", "H", "H", "H", "H", "H", "H", "H", "H", "H", "H", "H", "H", "H", "S", "C", "N", "C", "C", "C", "N", "H", "H", "H", "H", "H", "H", "H", "H"],
  "positions_angstrom": [[0.2246, -0.6592, -0.1091], [-0.9665, 3.8057, -3.3536], [-0.6130, 2.8398, -4.2795], [-0.7722, 3.1590, -5.6169], [-0.4528, 2.2131, -6.5782], [0.0365, 0.9672, -6.2049], [0.1859, 0.6621, -4.8601], [-0.1575, 1.5855, -3.8820], [-0.0813, 1.2281, -2.4130], [0.4841, 0.0220, -2.1674], [-1.4968, 1.2631, -1.9177], [-1.7470, 0.7048, -0.7343], [-2.8141, 0.9959, -0.0950], [-3.1656, 0.3636, 1.1816], [-2.2972, -1.2809, 1.5552], [-4.0882, 0.8094, 2.0347], [-4.8190, 2.0909, 1.9209], [-4.1912, 3.2786, 1.5468], [-4.9118, 4.4606, 1.4599], [-6.2674, 4.4720, 1.7559], [-6.8962, 3.3003, 2.1571], [-6.1741, 2.1213, 2.2476], [-0.4265, 3.7002, -2.5625], [-1.1295, 4.1441, -5.8855], [-0.5703, 2.4601, -7.6252], [0.3128, 0.2440, -6.9605], [0.5896, -0.2933, -4.5472], [0.4777, 2.0262, -1.8774], [-2.0875, 2.0324, -2.2112], [-3.5144, 1.7378, -0.4762], [-4.3527, 0.1766, 2.8740], [-3.1251, 3.2878, 1.3527], [-4.4105, 5.3763, 1.1741], [-6.8291, 5.3946, 1.6922], [-7.9493, 3.3064, 2.4051], [-6.6660, 1.2102, 2.5673], [2.2141, -1.7613, 2.9144], [2.4222, -0.9349, 1.3052], [3.7457, -1.8832, 0.5098], [3.1270, 0.6937, 1.7172], [4.4985, 0.8149, 1.9450], [5.0648, 2.0357, 2.2693], [4.2608, 3.1612, 2.3728], [2.8987, 3.0552, 2.1482], [2.3098, 1.8345, 1.8169], [0.5088, 1.7300, 1.5149], [-0.1961, 1.7650, 3.1993], [0.0709, 3.3850, 0.8798], [3.1419, -1.7259, 3.4870], [1.9301, -2.8024, 2.7559], [1.4241, -1.2771, 3.4879], [4.5775, -2.0866, 1.1846], [4.1064, -1.3517, -0.3702], [3.3241, -2.8326, 0.1773], [5.1406, -0.0527, 1.8615], [6.1313, 2.1096, 2.4366], [4.6951, 4.1202, 2.6229], [2.2865, 3.9455, 2.2267], [0.2306, 2.5837, 3.7809], [-0.0005, 0.8233, 3.7112], [-1.2790, 1.8918, 3.1375], [0.0324, 4.1394, 1.6670], [-0.9111, 3.3284, 0.4059], [0.7983, 3.6972, 0.1293], [0.0316, -3.2070, -0.6535], [-1.3015, -2.9849, -1.7614], [-1.3041, -2.0427, -2.6911], [-2.3789, -1.8417, -3.6658], [-3.1872, -3.1161, -3.8252], [-3.5622, -3.6403, -2.4526], [-2.3413, -3.8152, -1.6717], [-0.5671, -1.3115, -2.6384], [-1.9126, -1.5534, -4.6068], [-3.0060, -1.0061, -3.3433], [-2.5903, -3.8661, -4.3476], [-4.0795, -2.9257, -4.4197], [-4.0749, -4.5981, -2.5029], [-4.2200, -2.9293, -1.9433], [-2.2760, -4.5296, -0.9678]],
  "largest_force_ev_per_a": 0.6,
  "total_energy_ha": -5357.9829,
  "de_lowest_ev": 0.0399,
  "charge": 1
}

---

{
  "formula": "C30H38ClF18IN2O10PS",
  "method": "the ωB97M-V functional and the def2-TZVPD basis",
  "elements": ["C", "C", "N", "C", "C", "C", "C", "I", "C", "C", "O", "O", "C", "C", "P", "O", "Cl", "N", "C", "C", "C", "C", "C", "F", "F", "C", "F", "F", "S", "F", "F", "F", "F", "F", "C", "C", "O", "H", "H", "H", "H", "H", "H", "H", "H", "H", "H", "H", "H", "H", "H", "H", "H", "H", "H", "H", "H", "H", "H", "H", "C", "C", "O", "C", "O", "C", "F", "F", "F", "H", "H", "H", "H", "H", "C", "C", "O", "C", "O", "C", "F", "F", "F", "H", "H", "H", "H", "H", "C", "C", "O", "C", "O", "C", "F", "F", "F", "H", "H", "H", "H", "H"],
  "positions_angstrom": [[-5.1920, 0.2776, -0.6166], [-3.6884, 0.8427, -0.7139], [-2.6126, -0.1911, -0.5808], [-2.0836, -0.6613, -1.8936], [-0.5038, -1.0307, -1.6810], [0.4019, 0.2554, -2.0590], [0.7777, 0.3765, -3.5839], [0.1415, -1.0288, -5.1192], [1.6338, 1.5859, -4.0544], [2.1173, 1.8583, -5.5565], [1.5859, 2.8020, -6.1967], [3.1431, 1.0346, -6.0694], [2.0621, 2.6225, -2.9724], [1.6036, 2.4036, -1.4808], [2.1513, 3.7884, -0.2547], [1.9429, 5.2678, -1.1141], [4.2173, 3.4466, 0.1520], [0.8185, 1.2423, -1.0612], [0.4385, 1.1333, 0.3801], [1.7139, 0.8320, 1.3564], [1.9702, -0.7383, 1.6029], [3.3639, -1.2856, 0.9902], [4.6553, -0.8437, 1.8521], [4.3390, 0.1392, 2.8616], [5.4679, -0.0916, 0.9061], [5.5914, -2.0262, 2.3511], [6.7609, -1.4395, 2.9350], [6.0634, -2.7141, 1.1775], [4.8949, -3.2688, 3.5354], [5.7243, -2.4845, 4.7918], [6.2985, -4.2053, 3.3267], [4.1867, -4.2030, 2.3474], [3.5129, -2.4119, 3.8705], [4.3954, -4.4094, 4.6496], [-2.9952, -1.3097, 0.3063], [-2.5896, -1.1546, 1.8682], [-3.5721, -2.3668, -0.0504], [-5.3437, -0.7549, -1.0879], [-5.4833, 0.1987, 0.4857], [-5.9089, 1.0327, -1.1155], [-3.6283, 1.4636, -1.6788], [-3.5720, 1.6017, 0.1552], [-2.1895, 0.1361, -2.7137], [-2.6385, -1.5961, -2.2833], [-0.3809, -1.3530, -0.5912], [-0.2454, -1.9484, -2.3227], [3.3790, 0.3693, -5.3794], [2.6926, 3.5409, -3.2373], [2.8701, 5.5865, -1.2627], [0.0293, 2.1630, 0.7174], [-0.4067, 0.3879, 0.5878], [1.4126, 1.3069, 2.3687], [2.6756, 1.2825, 0.9311], [1.8183, -0.9776, 2.7071], [1.1342, -1.3011, 1.0309], [3.4314, -0.8203, -0.0688], [3.2777, -2.4113, 0.8282], [-2.5454, -0.0154, 2.0580], [-1.5177, -1.5501, 1.9920], [-3.3455, -1.6616, 2.5611], [3.9330, -7.1852, 3.8984], [3.6920, -7.3269, 2.4083], [3.1631, -8.6252, 2.0964], [1.8414, -8.7927, 2.3204], [1.1142, -7.9355, 2.7533], [1.4055, -10.1943, 1.9039], [2.2414, -11.1520, 2.3577], [1.3626, -10.3299, 0.5600], [0.1801, -10.5145, 2.3589], [4.5742, -7.9924, 4.2619], [4.4057, -6.2262, 4.1240], [2.9965, -7.2474, 4.4580], [4.6416, -7.2389, 1.8748], [3.0341, -6.5412, 2.0273], [-11.5569, -1.5139, -2.7639], [-10.6683, -0.5900, -1.9544], [-9.3693, -0.4708, -2.5583], [-9.2818, 0.3740, -3.6090], [-10.2059, 1.0080, -4.0471], [-7.8454, 0.4389, -4.1191], [-7.2860, -0.7832, -4.2538], [-7.0414, 1.1348, -3.2818], [-7.7445, 1.0324, -5.3223], [-11.0743, -2.4844, -2.9048], [-12.5157, -1.6632, -2.2636], [-11.7476, -1.1064, -3.7593], [-10.5134, -1.0118, -0.9585], [-11.1231, 0.3950, -1.8199], [2.2580, 10.6717, 0.3555], [2.0771, 9.7298, 1.5297], [2.7206, 8.4688, 1.2779], [4.0580, 8.4401, 1.4675], [4.7122, 9.3841, 1.8233], [4.5994, 7.0368, 1.2120], [4.1165, 6.4920, 0.0665], [4.2754, 6.1804, 2.2044], [5.9385, 7.0046, 1.1073], [1.9081, 10.2047, -0.5688], [1.7052, 11.5992, 0.5162], [3.3114, 10.9201, 0.2070], [1.0144, 9.5173, 1.6675], [2.4412, 10.1693, 2.4619]],
  "largest_force_ev_per_a": 5.7,
  "total_energy_ha": -5322.3612,
  "charge": 1
}

---

{
  "formula": "C30H38F5N5O5PbSSeSi2",
  "method": "the ωB97M-V functional and the def2-TZVPD basis",
  "elements": ["Pb", "O", "C", "O", "C", "C", "C", "C", "C", "N", "C", "O", "O", "H", "H", "H", "H", "C", "Si", "C", "C", "C", "C", "C", "C", "C", "C", "N", "Si", "C", "C", "C", "H", "H", "H", "H", "H", "H", "H", "H", "H", "H", "H", "H", "H", "H", "H", "H", "H", "H", "H", "H", "H", "H", "F", "C", "C", "F", "C", "F", "C", "Se", "C", "F", "C", "F", "C", "C", "N", "C", "S", "N", "C", "C", "H", "H", "H", "H", "H", "H", "H", "H", "H", "H", "H", "H", "O", "N"],
  "positions_angstrom": [[-1.3334, -0.5262, -0.0115], [-4.7314, -0.9239, 3.4719], [-3.7662, -0.6464, 2.6146], [-3.5758, -1.2583, 1.5832], [-2.9204, 0.5166, 3.0286], [-3.0938, 1.2182, 4.2077], [-2.2477, 2.2951, 4.4568], [-1.2892, 2.6398, 3.5197], [-1.2142, 1.8942, 2.3486], [-1.9940, 0.8522, 2.1308], [-0.2860, 2.2418, 1.2000], [0.7243, 2.8822, 1.4301], [-0.6892, 1.7967, 0.0429], [-5.2746, -1.6642, 3.1672], [-3.8712, 0.9349, 4.9036], [-2.3428, 2.8631, 5.3731], [-0.6083, 3.4678, 3.6626], [3.9794, -3.8667, 1.3028], [2.9363, -2.4429, 0.6248], [2.9129, -2.5295, -1.2283], [3.4749, -0.8129, 1.3524], [1.2408, -2.9877, 1.3562], [0.4187, -3.7639, 0.4388], [0.5871, -5.1560, 0.4748], [-0.0392, -5.9138, -0.5020], [-0.8225, -5.2874, -1.4605], [-0.9876, -3.9152, -1.3702], [-0.3863, -3.1680, -0.4430], [0.6678, -2.9261, 3.1976], [1.0989, -1.2481, 3.8939], [1.5856, -4.3004, 4.0822], [-1.1734, -3.2290, 3.1887], [4.9939, -3.7133, 0.9220], [3.6282, -4.8381, 0.9495], [4.0213, -3.8795, 2.3916], [3.8657, -2.1606, -1.6169], [2.1204, -1.9174, -1.6530], [2.7781, -3.5548, -1.5835], [4.3508, -0.4672, 0.7959], [3.7625, -0.9068, 2.4006], [2.7106, -0.0353, 1.2693], [1.2202, -5.6155, 1.2249], [0.0800, -6.9894, -0.5039], [-1.3169, -5.8537, -2.2371], [-1.6421, -3.3835, -2.0542], [2.1635, -1.1651, 4.1221], [0.5559, -1.1138, 4.8339], [0.8321, -0.4223, 3.2284], [2.6665, -4.1735, 4.0227], [1.3291, -5.2889, 3.6975], [1.3048, -4.2687, 5.1385], [-1.6051, -2.9447, 4.1524], [-1.4075, -4.2838, 3.0218], [-1.6771, -2.6535, 2.4077], [6.6464, 3.8829, -4.3757], [5.5051, 3.5225, -3.8251], [5.4767, 2.4670, -2.9296], [6.5970, 1.8227, -2.6335], [4.2866, 2.1037, -2.3327], [4.2947, 1.1127, -1.4377], [3.1089, 2.7645, -2.6411], [1.4175, 2.4766, -1.7700], [3.1605, 3.8151, -3.5483], [2.0214, 4.4469, -3.8622], [4.3411, 4.2032, -4.1443], [4.3695, 5.2020, -5.0118], [-5.1604, 4.0226, -0.8370], [-3.8821, 3.7990, -1.6275], [-3.5442, 2.3664, -1.6040], [-2.7510, 1.6519, -2.3814], [-2.7807, -0.0963, -2.1809], [-1.9698, 2.1140, -3.3410], [-1.8033, 3.4699, -3.8886], [-2.7168, 3.7220, -5.0809], [-5.4532, 5.0678, -0.9172], [-5.0162, 3.7885, 0.2196], [-5.9737, 3.4134, -1.2346], [-3.0670, 4.3747, -1.1865], [-4.0297, 4.1177, -2.6568], [-4.0343, 1.8274, -0.9095], [-1.5111, 1.3867, -3.8668], [-0.7628, 3.5465, -4.2010], [-1.9603, 4.2014, -3.1037], [-2.4810, 3.0438, -5.9017], [-2.5770, 4.7426, -5.4385], [-3.7667, 3.5879, -4.8159], [0.7344, -0.0888, -1.5621], [1.5671, 0.7146, -1.9402]],
  "largest_force_ev_per_a": 2.1,
  "total_energy_ha": -5886.2105,
  "de_lowest_ev": 1.3961,
  "charge": 2
}

---

{
  "formula": "C30H38MnN5O3PS3",
  "method": "the ωB97M-V functional and the def2-TZVPD basis",
  "elements": ["Mn", "C", "C", "N", "N", "C", "O", "C", "C", "C", "C", "C", "C", "C", "C", "C", "C", "C", "N", "H", "H", "H", "H", "H", "H", "H", "H", "H", "H", "H", "H", "C", "S", "C", "O", "H", "H", "H", "H", "H", "H", "C", "C", "O", "H", "H", "H", "H", "H", "H", "S", "P", "S", "C", "C", "C", "C", "C", "C", "C", "C", "C", "C", "C", "C", "H", "H", "H", "H", "H", "H", "H", "H", "H", "H", "N", "N", "H", "H", "H", "H"],
  "positions_angstrom": [[0.0166, -0.8801, 1.4841], [-2.3003, 2.9379, 2.6796], [-1.2113, 1.8858, 2.6609], [-1.3738, 0.6729, 2.3090], [-2.7307, 0.3199, 2.2129], [-2.8170, -0.8303, 1.5871], [-1.8926, -1.5809, 1.1461], [-4.2057, -1.4017, 1.3619], [-5.0799, -1.5846, 2.3863], [-6.3330, -2.1669, 2.0804], [-6.6724, -2.6104, 0.8280], [-5.7049, -2.5874, -0.1548], [-4.5060, -2.0220, 0.0942], [0.2091, 2.3319, 2.9066], [0.6362, 3.5109, 2.2905], [1.8908, 3.9759, 2.5811], [2.6422, 3.2638, 3.5732], [2.0945, 2.1531, 4.1562], [0.9088, 1.6662, 3.7994], [-3.2779, 2.5027, 2.9280], [-2.3869, 3.2986, 1.5921], [-2.0725, 3.7448, 3.3581], [-4.9187, -1.1720, 3.3586], [-7.1946, -2.1615, 2.8313], [-7.5776, -3.1806, 0.6511], [-5.9975, -2.8544, -1.2182], [-3.8115, -1.8949, -0.7103], [0.0124, 4.1165, 1.6065], [2.2338, 4.8867, 2.0159], [3.6394, 3.6252, 3.8903], [2.5331, 1.5887, 4.9718], [2.1164, -4.0186, -0.9018], [1.1911, -3.9903, 0.6837], [-0.4187, -4.1536, 0.0220], [1.2967, -2.5725, 1.1347], [2.0714, -5.0022, -1.3517], [3.1328, -3.7393, -0.8255], [1.6457, -3.3313, -1.5757], [-0.6188, -5.2066, -0.2825], [-0.5599, -3.4357, -0.7896], [-1.1699, -3.7692, 0.7633], [-3.2783, 1.2528, -2.6731], [-2.3392, 2.3154, -2.1502], [-1.9960, 2.0813, -0.7010], [-3.6182, 1.4145, -3.6979], [-4.0844, 0.9723, -2.0071], [-2.6005, 0.3961, -2.6338], [-2.7405, 3.2886, -2.1780], [-1.4626, 2.3474, -2.7703], [-1.2070, 1.4861, -0.7673], [0.2634, -1.2724, -2.4071], [1.6114, -0.0031, -1.7125], [1.3504, 0.6597, 0.2142], [1.7303, 1.4228, -2.8609], [1.5033, 1.2558, -4.1835], [1.5185, 2.3146, -5.1221], [2.0335, 3.5059, -4.6660], [2.4532, 3.6748, -3.3328], [2.2778, 2.6292, -2.4323], [3.3238, -0.6997, -1.8020], [3.5794, -1.6689, -2.7957], [4.8406, -2.1847, -2.9279], [5.8736, -1.8323, -2.0993], [5.6285, -1.0114, -1.0108], [4.3702, -0.3253, -0.9813], [1.1411, 0.2700, -4.4915], [1.2438, 2.0410, -6.1291], [2.0629, 4.3392, -5.5037], [2.8761, 4.6211, -2.9720], [2.4053, 2.7959, -1.3937], [2.6590, -1.9645, -3.3328], [5.0521, -2.7496, -3.7918], [6.8087, -2.3224, -2.1524], [6.4251, -0.7470, -0.3140], [4.1536, 0.2507, -0.0882], [0.6094, -1.0283, 4.8276], [0.5055, -1.7090, 3.5830], [0.1191, -1.5054, 5.5721], [0.3803, -0.0742, 4.6344], [-0.2902, -2.3165, 3.6488], [1.3780, -2.2550, 3.4670]],
  "largest_force_ev_per_a": 3.2,
  "s_squared": 8.755,
  "total_energy_ha": -4352.4046,
  "spin_multiplicity": 6,
  "de_lowest_ev": 1.7942,
  "charge": 0
}